A 19-piece molecular cluster, C76H190O38 overall at a distorted geometry, computed with wB97M-V/def2-TZVPD.

Calculated values
* orbital gap: 9.53 eV
* 2S+1: 1
* highest occupied orbital energy: -9.05 eV
* energy above the lowest of the compared OMol25 structures with the same formula, charge and spin: 7.772 eV

Bonds (Å) are listed after each position.
Positions of all 304 atoms, in Å:
1 C 3.59 -4.74 -4.82  O2 1.367, H7 1.090, H8 1.090, H9 1.090
2 O 3.25 -3.41 -4.86  C1 1.367, C3 1.419
3 C 3.00 -2.74 -3.63  O2 1.419, C4 1.529, H10 1.090, H11 1.090
4 C 4.28 -2.34 -2.90  C3 1.529, O5 1.437, H12 1.090, H13 1.090
5 O 4.47 -0.94 -3.16  C4 1.437, C6 1.371
6 C 5.64 -0.42 -2.67  O5 1.371, H14 1.090, H15 1.090, H16 1.090
7 H 2.68 -5.31 -4.62  C1 1.090
8 H 4.34 -4.96 -4.05  C1 1.090
9 H 3.84 -5.10 -5.82  C1 1.090
10 H 2.42 -3.27 -2.88  C3 1.090
11 H 2.35 -1.90 -3.84  C3 1.090
12 H 5.14 -2.99 -3.07  C4 1.090
13 H 4.07 -2.31 -1.83  C4 1.090
14 H 5.67 -0.54 -1.59  C6 1.090
15 H 5.81 0.61 -2.98  C6 1.090
16 H 6.51 -0.97 -3.05  C6 1.090
17 C -5.08 0.35 5.08  O18 1.421, H23 1.090, H24 1.090, H25 1.090
18 O -3.80 0.20 5.69  C17 1.421, C19 1.422
19 C -2.84 -0.15 4.70  O18 1.422, C20 1.540, H26 1.090, H27 1.090
20 C -1.78 -1.17 5.15  C19 1.540, O21 1.383, H28 1.090, H29 1.090
21 O -2.33 -2.35 5.62  C20 1.383, C22 1.442
22 C -1.43 -3.47 5.51  O21 1.442, H30 1.090, H31 1.090, H32 1.090
23 H -5.36 -0.54 4.53  C17 1.090
24 H -4.99 1.08 4.27  C17 1.090
25 H -5.82 0.61 5.84  C17 1.090
26 H -2.22 0.72 4.47  C19 1.090
27 H -3.17 -0.53 3.74  C19 1.090
28 H -1.11 -0.74 5.90  C20 1.090
29 H -1.17 -1.44 4.28  C20 1.090
30 H -0.56 -3.17 6.09  C22 1.090
31 H -1.08 -3.71 4.50  C22 1.090
32 H -1.92 -4.36 5.91  C22 1.090
33 C -0.72 4.48 -2.62  O34 1.399, H39 1.090, H40 1.090, H41 1.090
34 O 0.13 4.99 -1.64  C33 1.399, C35 1.414
35 C 1.28 5.60 -2.21  O34 1.414, C36 1.511, H42 1.090, H43 1.090
36 C 2.40 6.00 -1.28  C35 1.511, O37 1.452, H44 1.090, H45 1.090
37 O 1.90 6.84 -0.21  C36 1.452, C38 1.442
38 C 1.09 6.19 0.79  O37 1.442, H46 1.090, H47 1.090, H48 1.090
39 H -1.39 3.85 -2.04  C33 1.090
40 H -0.19 3.98 -3.43  C33 1.090
41 H -1.35 5.22 -3.12  C33 1.090
42 H 1.02 6.48 -2.79  C35 1.090
43 H 1.77 4.97 -2.95  C35 1.090
44 H 3.13 6.53 -1.88  C36 1.090
45 H 2.90 5.13 -0.85  C36 1.090
46 H 1.25 6.60 1.79  C38 1.090
47 H 1.25 5.13 0.99  C38 1.090
48 H 0.02 6.36 0.65  C38 1.090
49 C -1.12 -5.19 1.76  O50 1.436, H55 1.090, H56 1.090, H57 1.090
50 O -0.43 -4.01 1.30  C49 1.436, C51 1.405
51 C -1.44 -3.17 0.79  O50 1.405, C52 1.523, H58 1.090, H59 1.090
52 C -1.59 -3.50 -0.69  C51 1.523, O53 1.404, H60 1.090, H61 1.090
53 O -2.45 -4.60 -0.88  C52 1.404, C54 1.446
54 C -2.53 -5.07 -2.24  O53 1.446, H62 1.090, H63 1.090, H64 1.090
55 H -1.72 -4.93 2.63  C49 1.090
56 H -0.31 -5.76 2.20  C49 1.090
57 H -1.63 -5.79 1.01  C49 1.090
58 H -1.06 -2.16 0.88  C51 1.090
59 H -2.36 -3.02 1.35  C51 1.090
60 H -0.64 -3.64 -1.21  C52 1.090
61 H -1.98 -2.59 -1.15  C52 1.090
62 H -3.00 -4.34 -2.90  C54 1.090
63 H -3.05 -6.01 -2.39  C54 1.090
64 H -1.55 -5.23 -2.69  C54 1.090
65 C 4.36 3.04 -2.65  O66 1.425, H71 1.090, H72 1.090, H73 1.090
66 O 5.07 3.39 -1.46  C65 1.425, C67 1.450
67 C 6.08 4.39 -1.77  O66 1.450, C68 1.597, H74 1.090, H75 1.090
68 C 6.73 4.97 -0.43  C67 1.597, O69 1.460, H76 1.090, H77 1.090
69 O 5.74 5.69 0.36  C68 1.460, C70 1.417
70 C 4.90 4.92 1.20  O69 1.417, H78 1.090, H79 1.090, H80 1.090
71 H 3.87 3.86 -3.16  C65 1.090
72 H 3.55 2.35 -2.39  C65 1.090
73 H 4.95 2.50 -3.39  C65 1.090
74 H 5.60 5.18 -2.34  C67 1.090
75 H 6.85 3.99 -2.43  C67 1.090
76 H 7.58 5.60 -0.71  C68 1.090
77 H 7.23 4.18 0.14  C68 1.090
78 H 4.23 4.36 0.54  C70 1.090
79 H 4.21 5.62 1.69  C70 1.090
80 H 5.42 4.24 1.87  C70 1.090
81 C 3.19 6.15 5.37  O82 1.438, H87 1.090, H88 1.090, H89 1.090
82 O 3.15 6.03 6.80  C81 1.438, C83 1.453
83 C 1.79 6.06 7.31  O82 1.453, C84 1.573, H90 1.090, H91 1.090
84 C 1.65 6.53 8.81  C83 1.573, O85 1.439, H92 1.090, H93 1.090
85 O 2.15 5.62 9.81  C84 1.439, C86 1.425
86 C 1.64 5.79 11.13  O85 1.425, H94 1.090, H95 1.090, H96 1.090
87 H 4.24 6.12 5.08  C81 1.090
88 H 2.70 7.07 5.04  C81 1.090
89 H 2.60 5.37 4.89  C81 1.090
90 H 1.32 5.08 7.20  C83 1.090
91 H 1.20 6.79 6.76  C83 1.090
92 H 0.59 6.59 9.04  C84 1.090
93 H 2.05 7.51 9.05  C84 1.090
94 H 1.98 5.01 11.82  C86 1.090
95 H 0.57 5.95 11.16  C86 1.090
96 H 2.03 6.72 11.55  C86 1.090
97 C -5.65 -4.01 -0.69  O98 1.476, H103 1.090, H104 1.090, H105 1.090
98 O -6.88 -3.34 -0.20  C97 1.476, C99 1.405
99 C -8.07 -3.94 -0.64  O98 1.405, C100 1.597, H106 1.090, H107 1.090
100 C -9.20 -2.95 -0.10  C99 1.597, O101 1.408, H108 1.090, H109 1.090
101 O -10.49 -3.25 -0.57  C100 1.408, C102 1.417
102 C -11.02 -4.45 -0.05  O101 1.417, H110 1.090, H111 1.090, H112 1.090
103 H -4.97 -3.23 -0.35  C97 1.090
104 H -5.43 -3.94 -1.76  C97 1.090
105 H -5.38 -4.97 -0.27  C97 1.090
106 H -8.12 -4.93 -0.19  C99 1.090
107 H -8.10 -4.01 -1.73  C99 1.090
108 H -8.99 -1.93 -0.45  C100 1.090
109 H -9.13 -2.94 0.99  C100 1.090
110 H -10.52 -5.18 -0.69  C102 1.090
111 H -12.08 -4.50 -0.29  C102 1.090
112 H -10.74 -4.79 0.95  C102 1.090
113 C -2.01 1.70 0.93  O114 1.426, H119 1.090, H120 1.090, H121 1.090
114 O -1.46 2.74 1.74  C113 1.426, C115 1.438
115 C -2.01 4.07 1.64  O114 1.438, C116 1.519, H122 1.090, H123 1.090
116 C -1.27 4.94 2.64  C115 1.519, O117 1.362, H124 1.090, H125 1.090
117 O -1.60 6.25 2.43  C116 1.362, C118 1.462
118 C -1.41 7.06 3.64  O117 1.462, H126 1.090, H127 1.090, H128 1.090
119 H -1.40 0.87 1.29  C113 1.090
120 H -1.88 1.90 -0.13  C113 1.090
121 H -3.04 1.47 1.20  C113 1.090
122 H -3.05 4.09 1.96  C115 1.090
123 H -2.00 4.45 0.62  C115 1.090
124 H -0.18 4.87 2.63  C116 1.090
125 H -1.54 4.72 3.67  C116 1.090
126 H -1.77 8.01 3.26  C118 1.090
127 H -0.37 7.32 3.84  C118 1.090
128 H -2.05 6.94 4.51  C118 1.090
129 C -4.27 3.06 -3.27  O130 1.461, H135 1.090, H136 1.090, H137 1.090
130 O -5.56 3.69 -3.49  C129 1.461, C131 1.367
131 C -6.23 3.23 -4.58  O130 1.367, C132 1.532, H138 1.090, H139 1.090
132 C -7.66 3.78 -4.72  C131 1.532, O133 1.482, H140 1.090, H141 1.090
133 O -7.86 5.21 -5.06  C132 1.482, C134 1.448
134 C -7.70 6.17 -3.98  O133 1.448, H142 1.090, H143 1.090, H144 1.090
135 H -4.12 1.99 -3.38  C129 1.090
136 H -4.10 3.39 -2.24  C129 1.090
137 H -3.46 3.44 -3.89  C129 1.090
138 H -6.02 2.16 -4.59  C131 1.090
139 H -5.62 3.56 -5.42  C131 1.090
140 H -8.21 3.52 -3.82  C132 1.090
141 H -8.21 3.17 -5.43  C132 1.090
142 H -6.79 5.95 -3.42  C134 1.090
143 H -8.55 6.01 -3.31  C134 1.090
144 H -7.72 7.22 -4.27  C134 1.090
145 C 9.85 0.24 -1.39  O146 1.477, H151 1.090, H152 1.090, H153 1.090
146 O 8.44 0.67 -1.54  C145 1.477, C147 1.456
147 C 7.98 1.33 -0.32  O146 1.456, C148 1.510, H154 1.090, H155 1.090
148 C 7.52 0.40 0.78  C147 1.510, O149 1.434, H156 1.090, H157 1.090
149 O 6.10 0.27 0.63  C148 1.434, C150 1.426
150 C 5.54 -0.33 1.79  O149 1.426, H158 1.090, H159 1.090, H160 1.090
151 H 10.08 -0.35 -2.27  C145 1.090
152 H 10.09 -0.27 -0.46  C145 1.090
153 H 10.52 1.10 -1.44  C145 1.090
154 H 7.14 1.92 -0.68  C147 1.090
155 H 8.63 2.12 0.04  C147 1.090
156 H 7.82 0.89 1.71  C148 1.090
157 H 8.05 -0.54 0.67  C148 1.090
158 H 6.11 -1.19 2.15  C150 1.090
159 H 4.48 -0.53 1.61  C150 1.090
160 H 5.52 0.38 2.62  C150 1.090
161 C -3.99 -0.21 -5.47  O162 1.447, H167 1.090, H168 1.090, H169 1.090
162 O -2.59 0.04 -5.20  C161 1.447, C163 1.434
163 C -1.76 0.07 -6.36  O162 1.434, C164 1.530, H170 1.090, H171 1.090
164 C -1.33 -1.33 -6.81  C163 1.530, O165 1.388, H172 1.090, H173 1.090
165 O -0.68 -1.95 -5.74  C164 1.388, C166 1.426
166 C -0.29 -3.29 -6.02  O165 1.426, H174 1.090, H175 1.090, H176 1.090
167 H -4.37 -0.72 -4.59  C161 1.090
168 H -4.06 -0.79 -6.39  C161 1.090
169 H -4.55 0.71 -5.64  C161 1.090
170 H -0.85 0.62 -6.11  C163 1.090
171 H -2.18 0.65 -7.18  C163 1.090
172 H -0.60 -1.17 -7.60  C164 1.090
173 H -2.16 -1.91 -7.21  C164 1.090
174 H 0.44 -3.39 -6.83  C166 1.090
175 H -1.20 -3.89 -6.07  C166 1.090
176 H 0.31 -3.54 -5.15  C166 1.090
177 C 5.20 2.32 5.54  O178 1.390, H183 1.090, H184 1.090, H185 1.090
178 O 6.31 2.46 6.36  C177 1.390, C179 1.459
179 C 5.95 3.28 7.52  O178 1.459, C180 1.539, H186 1.090, H187 1.090
180 C 7.03 3.41 8.60  C179 1.539, O181 1.449, H188 1.090, H189 1.090
181 O 8.07 4.40 8.37  C180 1.449, C182 1.399
182 C 9.04 4.49 9.38  O181 1.399, H190 1.090, H191 1.090, H192 1.090
183 H 4.35 2.01 6.15  C177 1.090
184 H 5.31 1.46 4.89  C177 1.090
185 H 4.83 3.17 4.96  C177 1.090
186 H 5.09 2.87 8.06  C179 1.090
187 H 5.63 4.30 7.30  C179 1.090
188 H 7.50 2.47 8.89  C180 1.090
189 H 6.46 3.63 9.50  C180 1.090
190 H 9.33 3.56 9.87  C182 1.090
191 H 8.91 5.31 10.09  C182 1.090
192 H 9.95 4.80 8.87  C182 1.090
193 C 6.98 -3.97 0.88  O194 1.451, H199 1.090, H200 1.090, H201 1.090
194 O 5.96 -3.72 1.88  C193 1.451, C195 1.400
195 C 4.65 -3.79 1.40  O194 1.400, C196 1.609, H202 1.090, H203 1.090
196 C 4.17 -5.18 0.75  C195 1.609, O197 1.364, H204 1.090, H205 1.090
197 O 5.03 -5.75 -0.14  C196 1.364, C198 1.431
198 C 4.49 -6.64 -1.13  O197 1.431, H206 1.090, H207 1.090, H208 1.090
199 H 7.90 -3.55 1.31  C193 1.090
200 H 6.94 -3.52 -0.11  C193 1.090
201 H 7.24 -5.01 0.72  C193 1.090
202 H 4.67 -2.98 0.67  C195 1.090
203 H 3.95 -3.43 2.16  C195 1.090
204 H 3.25 -4.90 0.24  C196 1.090
205 H 3.90 -5.76 1.63  C196 1.090
206 H 4.02 -6.18 -2.00  C198 1.090
207 H 3.78 -7.39 -0.81  C198 1.090
208 H 5.42 -7.12 -1.45  C198 1.090
209 C 5.01 1.60 -10.03  O210 1.426, H215 1.090, H216 1.090, H217 1.090
210 O 3.99 1.40 -9.05  C209 1.426, C211 1.414
211 C 4.35 1.63 -7.70  O210 1.414, C212 1.562, H218 1.090, H219 1.090
212 C 3.10 1.76 -6.78  C211 1.562, O213 1.370, H220 1.090, H221 1.090
213 O 2.16 0.77 -6.91  C212 1.370, C214 1.464
214 C 2.63 -0.52 -6.41  O213 1.464, H222 1.090, H223 1.090, H224 1.090
215 H 4.64 1.31 -11.01  C209 1.090
216 H 5.97 1.14 -9.78  C209 1.090
217 H 5.23 2.67 -10.06  C209 1.090
218 H 4.98 2.50 -7.55  C211 1.090
219 H 4.94 0.82 -7.28  C211 1.090
220 H 2.67 2.69 -7.13  C212 1.090
221 H 3.38 2.03 -5.76  C212 1.090
222 H 3.63 -0.72 -6.80  C214 1.090
223 H 2.05 -1.43 -6.59  C214 1.090
224 H 2.75 -0.46 -5.33  C214 1.090
225 C -9.55 1.38 3.14  O226 1.393, H231 1.090, H232 1.090, H233 1.090
226 O -8.30 1.28 2.55  C225 1.393, C227 1.435
227 C -8.07 0.23 1.60  O226 1.435, C228 1.583, H234 1.090, H235 1.090
228 C -6.59 -0.35 1.63  C227 1.583, O229 1.429, H236 1.090, H237 1.090
229 O -5.74 0.76 1.35  C228 1.429, C230 1.481
230 C -5.46 1.00 -0.09  O229 1.481, H238 1.090, H239 1.090, H240 1.090
231 H -10.31 1.61 2.38  C225 1.090
232 H -9.52 1.98 4.05  C225 1.090
233 H -9.84 0.43 3.58  C225 1.090
234 H -8.26 0.61 0.59  C227 1.090
235 H -8.73 -0.64 1.62  C227 1.090
236 H -6.49 -1.11 0.86  C228 1.090
237 H -6.32 -0.79 2.58  C228 1.090
238 H -6.30 0.74 -0.73  C230 1.090
239 H -4.69 0.31 -0.45  C230 1.090
240 H -5.23 2.04 -0.30  C230 1.090
241 C -5.75 -3.91 -5.08  O242 1.483, H247 1.090, H248 1.090, H249 1.090
242 O -7.14 -4.43 -4.95  C241 1.483, C243 1.452
243 C -7.51 -5.79 -5.32  O242 1.452, C244 1.578, H250 1.090, H251 1.090
244 C -7.40 -6.67 -4.01  C243 1.578, O245 1.461, H252 1.090, H253 1.090
245 O -6.08 -6.97 -3.47  C244 1.461, C246 1.383
246 C -6.12 -7.86 -2.42  O245 1.383, H254 1.090, H255 1.090, H256 1.090
247 H -5.68 -2.95 -4.57  C241 1.090
248 H -5.63 -3.72 -6.15  C241 1.090
249 H -5.05 -4.61 -4.62  C241 1.090
250 H -6.95 -6.09 -6.20  C243 1.090
251 H -8.57 -5.88 -5.55  C243 1.090
252 H -7.77 -7.61 -4.43  C244 1.090
253 H -8.19 -6.32 -3.35  C244 1.090
254 H -5.12 -8.19 -2.15  C246 1.090
255 H -6.77 -8.71 -2.60  C246 1.090
256 H -6.50 -7.35 -1.53  C246 1.090
257 C 0.95 -6.57 -1.88  O258 1.396, H263 1.090, H264 1.090, H265 1.090
258 O 0.95 -7.67 -2.73  C257 1.396, C259 1.414
259 C 0.79 -8.87 -2.00  O258 1.414, C260 1.553, H266 1.090, H267 1.090
260 C -0.53 -9.01 -1.20  C259 1.553, O261 1.424, H268 1.090, H269 1.090
261 O -1.64 -8.94 -2.09  C260 1.424, C262 1.422
262 C -1.81 -10.09 -2.91  O261 1.422, H270 1.090, H271 1.090, H272 1.090
263 H 0.06 -6.35 -1.28  C257 1.090
264 H 1.12 -5.62 -2.38  C257 1.090
265 H 1.76 -6.56 -1.15  C257 1.090
266 H 1.69 -9.03 -1.41  C259 1.090
267 H 0.82 -9.66 -2.75  C259 1.090
268 H -0.65 -8.32 -0.37  C260 1.090
269 H -0.51 -9.99 -0.71  C260 1.090
270 H -1.23 -10.05 -3.83  C262 1.090
271 H -2.84 -9.95 -3.25  C262 1.090
272 H -1.61 -10.97 -2.31  C262 1.090
273 C -1.36 -0.24 -2.14  O274 1.397, H279 1.090, H280 1.090, H281 1.090
274 O -0.65 -0.60 -0.99  C273 1.397, C275 1.418
275 C 0.73 -0.89 -1.01  O274 1.418, C276 1.552, H282 1.090, H283 1.090
276 C 1.57 0.42 -0.88  C275 1.552, O277 1.428, H284 1.090, H285 1.090
277 O 1.42 1.06 0.38  C276 1.428, C278 1.413
278 C 2.27 2.19 0.45  O277 1.413, H286 1.090, H287 1.090, H288 1.090
279 H -2.37 0.01 -1.81  C273 1.090
280 H -1.39 -1.03 -2.89  C273 1.090
281 H -0.99 0.60 -2.71  C273 1.090
282 H 1.13 -1.49 -1.83  C275 1.090
283 H 1.01 -1.45 -0.11  C275 1.090
284 H 1.27 1.05 -1.71  C276 1.090
285 H 2.59 0.05 -0.97  C276 1.090
286 H 3.30 1.83 0.57  C278 1.090
287 H 1.92 2.88 1.21  C278 1.090
288 H 2.30 2.82 -0.43  C278 1.090
289 C -0.84 3.80 8.39  O290 1.418, H295 1.090, H296 1.090, H297 1.090
290 O -0.70 3.76 6.98  C289 1.418, C291 1.500
291 C 0.14 2.58 6.60  O290 1.500, C292 1.565, H298 1.090, H299 1.090
292 C 0.21 2.40 5.04  C291 1.565, O293 1.412, H300 1.090, H301 1.090
293 O 0.81 1.14 4.83  C292 1.412, C294 1.364
294 C 1.30 1.04 3.56  O293 1.364, H302 1.090, H303 1.090, H304 1.090
295 H -1.50 4.63 8.64  C289 1.090
296 H 0.17 4.01 8.74  C289 1.090
297 H -1.33 2.88 8.71  C289 1.090
298 H -0.18 1.61 6.99  C291 1.090
299 H 1.18 2.74 6.88  C291 1.090
300 H 0.80 3.22 4.63  C292 1.090
301 H -0.77 2.53 4.58  C292 1.090
302 H 0.42 1.04 2.91  C294 1.090
303 H 1.62 0.01 3.40  C294 1.090
304 H 2.00 1.79 3.21  C294 1.090